This record from the OMol25 dataset describes a 4-piece molecular cluster, C3H13NO3 overall. The level of theory is ωB97M-V/def2-TZVPD.

Geometry as XYZ:
```
20
Properties=species:S:1:pos:R:3:lowdin_charge:R:1
C 1.625 0.554 1.378 -0.031
C 2.047 0.564 0.097 -0.267
N 1.503 -0.252 -0.882 -0.112
C 1.514 0.275 -2.243 -0.123
H 0.667 0.061 1.641 0.040
H 2.182 0.841 2.265 0.033
H 2.947 1.091 -0.230 0.103
H 0.572 -0.598 -0.593 0.065
H 2.462 0.789 -2.493 0.080
H 0.693 0.968 -2.491 0.071
H 1.434 -0.650 -2.844 0.081
O -2.224 1.594 0.055 -0.049
H -2.335 2.541 0.180 0.042
H -1.334 1.425 -0.270 0.024
O -0.621 -1.754 0.172 -0.048
H 0.031 -2.291 0.628 0.066
H -1.380 -1.529 0.709 0.002
O -3.020 -1.219 1.970 -0.053
H -2.946 -0.679 1.170 0.019
H -3.817 -1.733 1.780 0.055
```

Its LUMO energy is 0.62 eV. The calculation puts the energy above the lowest of the compared OMol25 structures with the same formula, charge and spin at 131.1 kJ/mol. The value obtained for the HOMO-LUMO gap is 8.47 eV.

This record from the OMol25 dataset describes a 2-piece molecular cluster, C5H5NO overall. The level of theory is ωB97M-V/def2-TZVPD.

Geometry as XYZ:
```
12
Properties=species:S:1:pos:R:3:lowdin_charge:R:1
C 1.085 0.977 -0.236 0.053
C -0.079 1.192 -0.173 -0.262
C 2.790 -1.423 1.110 0.070
C 3.162 0.433 -0.395 -0.365
C -1.536 1.407 -0.004 -0.132
N 2.890 -0.684 0.081 0.060
O 3.868 1.255 -0.854 0.159
H 2.209 -2.310 0.854 0.094
H 2.673 -1.072 2.131 0.100
H -1.587 2.417 0.445 0.076
H -1.951 0.622 0.566 0.041
H -1.989 1.306 -1.073 0.106
```

Its LUMO energy (alpha / beta) is -1.19 / -1.19 eV. The calculation puts the energy above the lowest of the compared OMol25 structures with the same formula, charge and spin at 572.1 kJ/mol. The value obtained for the HOMO-LUMO gap (alpha / beta) is 7.97 / 7.97 eV.

This record from the OMol25 dataset describes an isolated ion of composition C9H18N5 and charge +1. The level of theory is ωB97M-V/def2-TZVPD.

Geometry as XYZ:
```
32
Properties=species:S:1:pos:R:3:mulliken_spin:R:1
C -2.156 -0.531 1.407 0.027
C 0.439 -2.085 -1.801 0.727
C -0.092 1.820 -0.296 -0.018
C -3.259 -1.097 2.101 -0.001
C -1.095 1.957 -1.319 0.006
C 1.466 -1.249 1.320 0.043
C 1.738 3.102 0.651 0.000
C -0.007 0.587 0.559 -0.035
C 0.882 -0.545 0.050 -0.016
N 0.090 -1.371 -0.808 0.811
N 0.587 2.865 -0.176 0.001
N -1.242 0.040 1.002 0.010
N -0.442 -2.882 -2.497 0.316
N 2.003 0.024 -0.731 0.116
H 1.329 -1.954 -2.349 0.035
H -3.221 -2.161 1.769 0.001
H -3.356 -1.058 3.211 0.000
H -4.071 -0.454 1.727 0.001
H -0.905 1.174 -2.138 0.004
H -2.070 1.683 -1.071 -0.002
H -0.836 3.001 -1.691 0.001
H 1.809 -2.129 0.922 0.006
H 0.645 -1.336 1.951 -0.001
H 2.197 -0.569 1.705 0.006
H 2.628 3.411 0.006 0.000
H 2.040 2.140 1.147 0.000
H 1.440 3.791 1.404 0.000
H 0.320 1.010 1.546 -0.002
H -0.029 -3.609 -3.113 -0.015
H -1.180 -3.190 -1.954 -0.010
H 1.696 0.447 -1.584 -0.004
H 2.657 -0.827 -0.948 -0.009
```

Its LUMO energy (alpha / beta) is -3.41 / -5.41 eV. Its total charge is +1. The calculation puts the energy above the lowest of the compared OMol25 structures with the same formula, charge and spin at 0.0 kJ/mol. The multiplicity is 3. The value obtained for the HOMO-LUMO gap (alpha / beta) is 4.48 / 6.91 eV.

This record from the OMol25 dataset describes an isolated ion of composition C5H8BrN2 and charge +1. The level of theory is ωB97M-V/def2-TZVPD.

Geometry as XYZ:
```
16
Properties=species:S:1:pos:R:3:lowdin_charge:R:1
N 1.239 -1.952 -0.058 0.135
C 1.152 -0.554 0.504 -0.580
Br 2.915 0.370 -0.071 0.668
C -0.001 0.246 0.229 -0.340
C -0.520 0.508 -1.113 -0.014
C -1.578 1.330 -0.941 -0.089
N -1.723 1.658 0.369 0.079
C -0.734 1.006 1.061 -0.046
H 2.217 -2.392 -0.036 0.190
H 0.434 -2.471 0.247 0.158
H 0.963 -1.867 -1.110 0.194
H 1.140 -0.849 1.637 0.161
H -0.001 0.015 -1.872 0.085
H -2.280 1.721 -1.583 0.107
H -2.610 2.041 0.670 0.174
H -0.612 1.191 2.068 0.116
```

Its LUMO energy is -3.84 eV. Its total charge is +1. The calculation puts the energy above the lowest of the compared OMol25 structures with the same formula, charge and spin at 197.9 kJ/mol. The value obtained for the HOMO-LUMO gap is 8.94 eV.

This record from the OMol25 dataset describes CH3LiOSc as an isolated structure. The level of theory is ωB97M-V/def2-TZVPD.

Geometry as XYZ:
```
7
Properties=species:S:1:pos:R:3:mulliken_spin:R:1
O 0.007 0.150 0.143 -0.011
C 1.134 0.729 -0.113 -0.008
H 2.029 0.314 0.365 -0.001
H 1.250 1.321 -1.028 0.000
Li -0.449 -1.511 0.908 0.034
Sc -2.819 -0.889 0.219 1.051
H -1.152 -0.114 -0.494 -0.065
```

Its LUMO energy (alpha / beta) is -9.81 / -10.01 eV. Its total charge is +2. The calculation puts the energy above the lowest of the compared OMol25 structures with the same formula, charge and spin at 346.2 kJ/mol. The multiplicity is 2. The value obtained for the HOMO-LUMO gap (alpha / beta) is 7.35 / 6.97 eV.

This record from the OMol25 dataset describes C3H5BrN2 as an isolated structure. The level of theory is ωB97M-V/def2-TZVPD.

Geometry as XYZ:
```
11
Properties=species:S:1:pos:R:3:lowdin_charge:R:1
C 1.020 -0.727 0.533 -0.098
C -0.244 -0.558 1.092 -0.784
C -0.442 -0.178 -2.298 0.040
N 1.439 0.452 1.219 -0.015
N 0.043 0.682 1.743 0.003
Br -1.849 -1.488 1.570 0.678
H 0.215 0.764 -2.130 0.020
H -1.531 -0.089 -2.045 -0.010
H -0.369 -0.809 -3.203 -0.016
H 1.964 1.201 0.823 0.094
H -0.246 0.750 2.695 0.087
```

Its LUMO energy (alpha / beta) is -1.61 / 0.11 eV. The calculation puts the energy above the lowest of the compared OMol25 structures with the same formula, charge and spin at 659.6 kJ/mol. The value obtained for the HOMO-LUMO gap (alpha / beta) is 7.00 / 9.05 eV.

This record from the OMol25 dataset describes C23H26N4OS as an isolated structure. The level of theory is ωB97M-V/def2-TZVPD.

Geometry as XYZ:
```
55
Properties=species:S:1:pos:R:3:lowdin_charge:R:1
C -3.602 -4.433 2.119 -0.082
C -3.804 -3.375 1.023 -0.171
C -3.089 -2.086 0.972 -0.020
C -3.477 -1.205 0.049 -0.061
C -4.537 -1.535 -1.007 -0.233
C -5.315 -2.646 -0.777 -0.054
C -5.059 -3.674 0.259 0.024
H -5.556 -4.448 -0.034 0.026
H -6.104 -2.696 -1.642 0.132
C -4.873 -0.360 -1.876 -0.118
H -4.076 0.283 -2.323 0.063
H -5.521 0.614 -1.482 0.126
H -5.544 -0.909 -2.744 0.110
C -2.714 0.152 0.155 -0.206
N -3.360 1.194 -0.168 0.188
C -2.723 2.324 0.153 -0.284
C -3.319 3.406 -0.087 -0.087
C -2.733 4.709 0.005 -0.006
C -1.207 4.906 0.092 -0.029
C -0.629 3.689 0.434 -0.005
C -1.294 2.389 0.170 -0.099
C -0.709 1.235 0.552 -0.123
C -1.343 0.102 0.386 0.016
H -0.933 -0.929 0.610 0.151
C 0.872 1.231 0.384 -0.084
O 1.615 1.833 1.322 -0.036
N 1.478 -0.185 0.015 0.085
N 2.887 0.044 0.093 0.032
C 3.465 -0.657 -0.815 -0.676
N 4.919 -0.648 -0.792 -0.035
H 5.370 -0.890 -1.713 0.164
C 5.664 -0.113 0.087 -0.329
H 5.251 -0.292 1.189 0.179
H 5.750 0.878 0.110 0.085
C 7.065 -0.770 0.183 -0.393
C 8.042 0.207 1.223 0.044
H 9.025 -0.420 0.993 0.118
H 8.078 1.084 1.224 -0.087
H 7.584 -0.058 2.209 0.087
C 6.916 -2.072 0.569 -0.152
H 8.098 -2.725 0.538 0.184
H 6.218 -2.633 0.027 0.059
H 6.579 -2.411 1.518 0.068
H 7.463 -0.697 -0.799 0.119
S 2.648 -1.263 -2.280 0.512
H 3.373 0.559 0.708 0.086
H 1.187 -0.612 -0.750 -0.070
H 0.594 3.527 0.545 0.151
H -0.781 5.845 0.102 0.060
H -3.366 5.756 -0.153 0.146
H -4.391 3.561 -0.364 0.135
H -2.446 -1.969 1.681 0.049
H -2.617 -4.093 2.555 0.080
H -3.359 -5.457 1.633 0.102
H -4.397 -4.667 2.797 0.059
```

Its LUMO energy is -1.03 eV. The calculation puts the energy above the lowest of the compared OMol25 structures with the same formula, charge and spin at 1545.2 kJ/mol. The value obtained for the HOMO-LUMO gap is 7.30 eV.

This record from the OMol25 dataset describes a 4-piece molecular cluster, C3H17N2O3 overall. The level of theory is ωB97M-V/def2-TZVPD.

Geometry as XYZ:
```
25
Properties=species:S:1:pos:R:3:lowdin_charge:R:1
N 0.258 1.867 0.251 0.189
C -0.439 0.957 -0.704 -0.130
C 0.129 -0.454 -0.658 -0.192
N 1.475 -0.356 -0.010 -0.130
C 1.463 -1.018 1.285 -0.136
H -0.187 2.776 0.380 0.178
H 0.288 1.482 1.173 0.132
H 1.233 1.965 -0.026 0.163
H -1.521 0.975 -0.502 0.073
H -0.309 1.448 -1.669 0.133
H -0.438 -1.221 -0.124 0.103
H 0.176 -1.009 -1.596 0.113
H 2.147 -0.787 -0.664 0.064
H 0.695 -0.613 1.959 0.047
H 2.388 -0.752 1.812 0.085
H 1.380 -2.110 1.307 0.091
H -3.898 1.211 -1.061 0.070
H -4.032 1.404 0.401 0.067
O -3.349 1.242 -0.264 -0.058
H 2.632 -2.298 -2.423 0.055
H 2.327 -1.029 -3.071 0.053
O 2.745 -1.368 -2.287 -0.018
H -1.708 -1.096 2.874 0.066
H -2.048 -0.693 1.457 0.040
O -1.408 -0.524 2.159 -0.057
```

Its LUMO energy is -2.79 eV. Its total charge is +1. The calculation puts the energy above the lowest of the compared OMol25 structures with the same formula, charge and spin at 199.5 kJ/mol. The value obtained for the HOMO-LUMO gap is 9.80 eV.

This record from the OMol25 dataset describes H16KNO11 as an isolated structure. The level of theory is ωB97M-V/def2-TZVPD.

Geometry as XYZ:
```
29
Properties=species:S:1:pos:R:3:mulliken_spin:R:1
K -0.707 3.103 1.453 0.000
N 0.083 -0.138 0.196 -0.019
O -0.983 0.255 0.696 0.220
O 0.375 0.029 -0.974 0.307
O 0.881 -0.661 0.920 0.272
O 0.173 -3.285 0.089 0.000
H 0.759 -2.701 0.570 0.000
H 0.595 -3.400 -0.763 0.000
O -0.478 -1.201 -3.398 0.032
H -1.299 -0.793 -3.674 -0.001
H -0.346 -0.890 -2.502 0.000
O 1.018 1.104 -3.384 0.181
H 1.270 0.876 -2.489 -0.004
H 0.842 0.263 -3.805 -0.006
O -2.896 1.004 -1.334 0.008
H -3.297 1.670 -0.775 0.000
H -2.080 0.775 -0.888 -0.002
O -3.591 -1.002 1.839 0.000
H -3.038 -0.657 1.139 0.000
H -4.414 -1.228 1.406 0.000
O 2.223 -1.340 3.313 0.008
H 1.915 -1.225 2.414 0.003
H 2.613 -2.214 3.324 0.000
O 1.777 2.719 -0.263 -0.001
H 1.929 1.807 -0.509 -0.001
H 2.571 3.177 -0.537 0.000
O 1.029 1.411 2.816 0.002
H 1.902 1.743 3.027 0.000
H 1.174 0.801 2.092 0.001
```

Its LUMO energy (alpha / beta) is -5.22 / -10.12 eV. Its total charge is +1. The multiplicity is 2. The value obtained for the HOMO-LUMO gap (alpha / beta) is 8.84 / 3.94 eV.

This record from the OMol25 dataset describes an isolated ion of composition C6H9ClNS and charge +1. The level of theory is ωB97M-V/def2-TZVPD.

Geometry as XYZ:
```
18
Properties=species:S:1:pos:R:3:lowdin_charge:R:1
C 0.483 1.772 -0.034 -0.293
C 1.497 0.825 -0.063 -0.384
C 1.268 -0.500 -0.379 -0.468
C -1.396 -0.113 0.120 -0.285
C 2.877 1.282 0.304 -0.045
C -2.626 -0.836 -0.197 -0.383
N -2.745 -2.171 0.256 0.017
S -1.204 1.520 -0.132 1.097
Cl 2.340 -1.751 -0.075 0.848
H 0.729 2.822 0.009 0.095
H 3.041 2.311 0.002 0.096
H 3.002 1.222 1.385 0.108
H 3.630 0.649 -0.158 0.074
H -3.321 -0.217 0.419 0.151
H -2.984 -0.747 -1.229 0.145
H -2.207 -2.393 1.081 0.087
H 0.336 -0.784 -0.866 0.055
H -2.717 -2.893 -0.445 0.086
```

Its LUMO energy (alpha / beta) is -6.36 / -6.36 eV. Its total charge is +1. The calculation puts the energy above the lowest of the compared OMol25 structures with the same formula, charge and spin at 174.3 kJ/mol. The value obtained for the HOMO-LUMO gap (alpha / beta) is 6.66 / 6.67 eV.

Copy entry 3 word for word.
This record from the OMol25 dataset describes an isolated ion of composition C9H18N5 and charge +1. The level of theory is ωB97M-V/def2-TZVPD.

Geometry as XYZ:
```
32
Properties=species:S:1:pos:R:3:mulliken_spin:R:1
C -2.156 -0.531 1.407 0.027
C 0.439 -2.085 -1.801 0.727
C -0.092 1.820 -0.296 -0.018
C -3.259 -1.097 2.101 -0.001
C -1.095 1.957 -1.319 0.006
C 1.466 -1.249 1.320 0.043
C 1.738 3.102 0.651 0.000
C -0.007 0.587 0.559 -0.035
C 0.882 -0.545 0.050 -0.016
N 0.090 -1.371 -0.808 0.811
N 0.587 2.865 -0.176 0.001
N -1.242 0.040 1.002 0.010
N -0.442 -2.882 -2.497 0.316
N 2.003 0.024 -0.731 0.116
H 1.329 -1.954 -2.349 0.035
H -3.221 -2.161 1.769 0.001
H -3.356 -1.058 3.211 0.000
H -4.071 -0.454 1.727 0.001
H -0.905 1.174 -2.138 0.004
H -2.070 1.683 -1.071 -0.002
H -0.836 3.001 -1.691 0.001
H 1.809 -2.129 0.922 0.006
H 0.645 -1.336 1.951 -0.001
H 2.197 -0.569 1.705 0.006
H 2.628 3.411 0.006 0.000
H 2.040 2.140 1.147 0.000
H 1.440 3.791 1.404 0.000
H 0.320 1.010 1.546 -0.002
H -0.029 -3.609 -3.113 -0.015
H -1.180 -3.190 -1.954 -0.010
H 1.696 0.447 -1.584 -0.004
H 2.657 -0.827 -0.948 -0.009
```

Its LUMO energy (alpha / beta) is -3.41 / -5.41 eV. Its total charge is +1. The calculation puts the energy above the lowest of the compared OMol25 structures with the same formula, charge and spin at 0.0 kJ/mol. The multiplicity is 3. The value obtained for the HOMO-LUMO gap (alpha / beta) is 4.48 / 6.91 eV.